No. 1
C3H7Cl4HgO | ωB97M-V/def2-TZVPD

Its net charge is +1. For the energy relative to the best compared isomer or geometry (same formula, charge and spin), the calculation gives 0.0 kJ/mol. As for the spin multiplicity: 1. The gap between HOMO and LUMO is 5.1036 eV. Its total energy is -59525.393 eV.

Geometry as XYZ:
```
16
Properties=species:S:1:pos:R:3:lowdin_charge:R:1
Hg -0.972 2.044 -3.071 1.15
C -0.881 -1.004 -1.743 -0.21
O -1.107 0.365 -1.555 -0.42
H 0.067 -1.192 -1.239 0.08
H -1.644 -1.675 -1.347 0.10
H -0.701 -1.241 -2.791 0.09
C -0.137 -1.466 2.019 -1.05
Cl 0.360 -0.070 3.004 0.52
Cl -0.684 -2.776 3.038 0.56
H -0.947 -1.140 1.368 0.01
H 0.746 -1.780 1.462 0.02
C 1.105 1.830 0.187 -0.96
Cl 2.145 2.673 1.373 0.56
Cl 1.089 2.786 -1.354 0.49
H 1.470 0.811 0.058 0.03
H 0.092 1.833 0.591 0.02
```

No. 2
C40H56 | ωB97M-V/def2-TZVPD

For the energy relative to the best compared isomer or geometry (same formula, charge and spin), the calculation gives 24.0 kJ/mol. As for the spin multiplicity: 1. The gap between HOMO and LUMO is 5.3452 eV. Its total energy is -42384.368 eV.

Geometry as XYZ:
```
96
Properties=species:S:1:pos:R:3:lowdin_charge:R:1
C 7.451 -11.671 2.295 -0.06
C 8.213 -12.048 1.053 -0.35
C 8.103 -11.389 -0.094 -0.10
C 7.213 -10.215 -0.349 -0.19
H 7.760 -9.457 -0.916 0.12
H 6.888 -9.766 0.589 0.10
C 5.976 -10.634 -1.172 -0.17
C 5.071 -9.462 -1.398 -0.29
C 5.051 -8.824 -2.582 -0.08
C 4.276 -7.663 -2.889 -0.08
C 4.326 -7.042 -4.091 -0.07
C 3.628 -5.856 -4.488 -0.28
C 2.701 -5.244 -3.695 -0.07
C 2.026 -4.035 -3.985 -0.08
C 1.126 -3.479 -3.129 -0.07
C 0.463 -2.229 -3.288 -0.28
C -0.365 -1.795 -2.286 -0.07
C -1.022 -0.552 -2.176 -0.09
C -1.807 -0.221 -1.109 -0.09
C -2.381 1.056 -0.939 -0.07
C -3.154 1.499 0.102 -0.28
C -3.517 2.876 0.145 -0.07
C -4.204 3.498 1.142 -0.08
C -4.439 4.894 1.146 -0.07
C -5.068 5.636 2.103 -0.28
C -5.112 7.059 1.950 -0.07
C -5.625 7.948 2.831 -0.08
C -5.575 9.361 2.620 -0.08
C -6.018 10.301 3.472 -0.30
C -6.653 9.972 4.792 -0.05
H -5.943 9.468 5.448 0.09
H -6.996 10.875 5.291 0.07
H -7.508 9.311 4.656 0.08
C -5.834 11.756 3.165 -0.17
H -5.630 11.890 2.101 0.11
H -6.742 12.312 3.416 0.11
C -4.654 12.341 3.970 -0.18
C -3.382 11.611 3.660 -0.09
C -2.563 11.839 2.640 -0.36
C -1.340 10.998 2.419 -0.07
H -1.279 10.192 3.146 0.07
H -1.357 10.565 1.419 0.08
H -0.440 11.608 2.499 0.08
C -2.757 12.915 1.614 -0.06
H -3.057 12.471 0.664 0.09
H -3.517 13.632 1.908 0.07
H -1.820 13.446 1.446 0.08
H -3.156 10.788 4.324 0.11
H -4.869 12.251 5.036 0.11
H -4.564 13.403 3.735 0.10
H -5.118 9.682 1.692 0.11
H -6.075 7.602 3.749 0.10
H -4.661 7.449 1.045 0.11
C -5.697 5.040 3.328 -0.05
H -5.692 3.955 3.298 0.06
H -6.731 5.372 3.415 0.09
H -5.162 5.362 4.221 0.09
H -4.037 5.431 0.294 0.11
H -4.556 2.916 1.980 0.09
H -3.174 3.484 -0.684 0.11
C -3.608 0.606 1.218 -0.05
H -4.687 0.689 1.347 0.09
H -3.132 0.898 2.154 0.09
H -3.372 -0.435 1.023 0.06
H -2.141 1.778 -1.712 0.11
H -1.960 -0.970 -0.345 0.10
H -0.876 0.192 -2.947 0.10
H -0.512 -2.469 -1.450 0.11
C 0.728 -1.433 -4.532 -0.05
H 1.771 -1.117 -4.563 0.09
H 0.100 -0.550 -4.586 0.06
H 0.533 -2.042 -5.413 0.09
H 0.908 -4.016 -2.213 0.11
H 2.265 -3.531 -4.910 0.09
H 2.455 -5.697 -2.744 0.10
C 3.972 -5.289 -5.839 -0.06
H 4.432 -4.307 -5.736 0.09
H 4.670 -5.935 -6.366 0.07
H 3.078 -5.180 -6.452 0.08
H 4.987 -7.468 -4.838 0.10
H 3.648 -7.272 -2.104 0.10
H 5.675 -9.202 -3.383 0.11
C 4.251 -9.020 -0.222 -0.05
H 3.193 -8.988 -0.480 0.08
H 4.544 -8.022 0.104 0.09
H 4.376 -9.703 0.614 0.07
H 6.310 -11.047 -2.125 0.11
H 5.445 -11.419 -0.627 0.12
H 8.674 -11.724 -0.951 0.11
C 9.129 -13.225 1.201 -0.07
H 9.662 -13.430 0.276 0.07
H 8.561 -14.113 1.480 0.08
H 9.858 -13.037 1.989 0.08
H 6.381 -11.629 2.101 0.08
H 7.765 -10.692 2.657 0.08
H 7.626 -12.396 3.085 0.07
```

No. 3
C16H29N4O13P2S2 | ωB97M-V/def2-TZVPD

Its net charge is +1. As for the spin multiplicity: 1. The gap between HOMO and LUMO is 6.9720 eV. Its total energy is -89882.021 eV.

Geometry as XYZ:
```
66
Properties=species:S:1:pos:R:3:lowdin_charge:R:1
C 1.952 3.969 0.818 -0.23
P 3.529 3.141 0.450 0.93
O 3.921 3.697 -1.052 -0.29
C 3.298 1.291 0.281 -0.24
N 4.333 0.619 0.824 0.09
C 4.449 -0.713 0.827 0.00
C 3.465 -1.491 0.249 0.05
C 2.378 -0.844 -0.331 -0.09
C 1.306 -1.689 -0.963 -0.52
O 0.424 -2.145 -0.335 0.20
O 1.328 -1.883 -2.311 -0.12
P 2.735 -1.607 -3.149 0.78
O 3.377 -3.098 -3.158 -0.20
O 2.115 -1.375 -4.617 -0.19
C 2.271 0.553 -0.317 -0.11
C 1.063 1.200 -0.931 -0.13
C 1.337 1.811 -2.317 -0.16
C 0.065 2.040 -3.162 -0.15
C -1.254 2.064 -2.381 -0.20
N -1.877 0.729 -2.438 0.04
C -2.688 0.401 -1.365 -0.56
N -3.291 1.287 -0.686 0.13
N -2.830 -0.992 -1.111 0.11
H 1.354 3.484 1.582 0.04
H 2.183 4.989 1.110 0.06
H 1.388 4.059 -0.111 0.04
H 4.515 3.071 -1.483 0.06
H 5.084 1.169 1.241 0.15
H 5.326 -1.151 1.274 0.15
H 3.578 -2.562 0.244 0.14
H 4.319 -2.959 -3.323 0.06
H 2.794 -0.892 -5.106 0.07
H 0.337 0.406 -1.090 0.10
H 0.574 1.899 -0.263 0.11
H 1.938 2.713 -2.250 0.09
H 1.949 1.081 -2.846 0.07
H 0.152 2.981 -3.697 0.11
H -0.026 1.272 -3.929 0.11
H -1.924 2.745 -2.899 0.12
H -1.167 2.448 -1.368 0.10
H -1.173 0.018 -2.579 0.10
H -3.864 0.834 0.020 0.05
H -2.259 -1.547 -1.737 0.08
H -2.567 -1.172 -0.153 0.09
C -4.388 -4.161 0.636 -0.18
C -4.724 -3.664 -0.754 -0.18
O -5.288 -4.806 -1.409 -0.18
S -6.083 -5.706 -0.345 0.60
O -7.460 -5.386 -0.399 -0.21
O -5.616 -7.037 -0.452 -0.21
O -5.465 -5.034 0.979 -0.19
H -3.461 -4.739 0.641 0.13
H -4.317 -3.354 1.362 0.13
H -3.855 -3.311 -1.295 0.10
H -5.479 -2.876 -0.725 0.14
C -0.639 1.502 4.422 -0.16
C -0.375 1.244 5.890 -0.15
O 1.028 1.507 6.048 -0.18
S 1.475 2.671 5.053 0.59
O 1.486 3.900 5.749 -0.19
O 2.593 2.219 4.301 -0.25
O 0.178 2.640 4.106 -0.21
H -0.314 0.661 3.804 0.13
H -1.683 1.722 4.216 0.14
H -0.601 0.223 6.186 0.14
H -0.928 1.937 6.526 0.14
```

No. 4
C3H9BOSi | ωB97M-V/def2-TZVPD

The SMILES is CB/C=C\O[SiH3]. For the energy relative to the best compared isomer or geometry (same formula, charge and spin), the calculation gives 40.0 kJ/mol. As for the spin multiplicity: 1. The gap between HOMO and LUMO is 9.7185 eV. Its total energy is -13856.331 eV.

Geometry as XYZ:
```
15
Properties=species:S:1:pos:R:3:lowdin_charge:R:1
B 0.968 -0.089 -1.052 -0.17
C -0.573 0.923 0.595 -0.26
C 0.508 1.082 -0.173 -0.08
C 2.498 -0.219 -1.596 -0.08
O -1.110 -0.265 0.876 -0.36
Si -2.576 -0.829 1.413 0.65
H 0.028 -0.914 -1.259 0.08
H 0.957 2.124 -0.177 0.11
H -0.995 1.635 1.432 0.15
H 3.205 0.267 -0.708 0.11
H 2.697 -1.301 -1.501 0.04
H 2.787 0.100 -2.522 -0.01
H -2.971 0.046 2.409 -0.09
H -3.499 -0.584 0.333 -0.05
H -1.925 -1.976 1.929 -0.04
```

No. 5
C4H10O | ωB97M-V/def2-TZVPD

The SMILES is CC[C@@H](C)O. For the energy relative to the best compared isomer or geometry (same formula, charge and spin), the calculation gives 13.2 kJ/mol. As for the spin multiplicity: 1. The gap between HOMO and LUMO is 11.2871 eV. Its total energy is -6357.667 eV.

Geometry as XYZ:
```
15
Properties=species:S:1:pos:R:3:lowdin_charge:R:1
C -1.638 -1.184 0.091 -0.11
C -0.625 -0.172 0.619 -0.23
C 0.463 0.185 -0.389 -0.48
C 1.232 1.435 0.028 -0.06
O 1.315 -0.951 -0.476 -0.04
H -1.138 -2.103 -0.230 0.07
H -2.185 -0.776 -0.768 0.07
H -2.372 -1.442 0.860 0.07
H -1.139 0.748 0.926 0.11
H -0.120 -0.570 1.508 0.12
H -0.007 0.370 -1.370 0.14
H 0.574 2.312 0.016 0.08
H 1.638 1.318 1.039 0.08
H 2.067 1.637 -0.654 0.08
H 1.936 -0.806 -1.200 0.09
```

HOMO
In order: -13.53; -6.26; -11.77; -9.21; -10.27
Unit: eV